11 unconnected molecules or ions with the total composition C32H63FN2O43S10 in a non-equilibrium geometry, computed with the ωB97M-V functional and the def2-TZVPD basis.

Results
- Frontier orbital gap: 0.298 Eh
- SMILES: CCCN[C@H]1NC(=O)C[C@]1(F)COCCOCC.O=S1(=O)OCCO1.O=S1(=O)OCCO1.O=S1(=O)OCCO1.O=S1(=O)OCCO1.O=S1(=O)OCCO1.O=S1(=O)OCCO1.O=S1(=O)OCCO1.O=S1(=O)OCCO1.O=S1(=O)OCCO1.O=S1(=O)OCCO1
- HOMO energy: -7.81 eV

```
! wB97M-V def2-TZVPD RIJCOSX def2/J DEFGRID3
* xyz 0 1
C 2.38 2.50 3.44
C 2.38 1.47 4.72
C 1.10 0.45 4.78
N 0.87 -0.38 3.54
C -0.26 0.17 2.70
N -0.02 0.45 1.21
C -1.40 0.89 0.68
O -1.59 1.45 -0.53
C -2.57 0.53 1.82
C -1.71 -0.60 2.65
F -1.74 -1.76 1.72
C -2.33 -1.24 4.03
O -3.26 -0.35 4.75
C -4.65 -0.58 4.33
C -5.54 0.68 4.93
O -6.70 1.04 4.11
C -6.53 2.32 3.41
C -6.62 2.05 1.77
H 2.14 3.63 3.75
H 3.47 2.44 2.96
H 1.62 2.23 2.59
H 3.37 0.82 4.68
H 2.34 2.14 5.70
H 1.34 -0.32 5.67
H 0.13 1.05 5.13
H 1.77 -0.31 2.98
H -0.59 1.25 3.08
H 0.26 -0.44 0.71
H -2.72 1.60 2.30
H -3.61 0.24 1.35
H -1.40 -1.45 4.75
H -2.78 -2.29 3.76
H -5.12 -1.59 4.76
H -4.80 -0.63 3.16
H -4.83 1.57 5.21
H -5.98 0.29 5.97
H -5.52 2.88 3.62
H -7.41 3.05 3.74
H -6.01 1.08 1.53
H -6.11 2.95 1.23
H -7.76 1.89 1.45
O -0.54 -3.74 4.96
S 0.81 -3.35 4.62
O 1.11 -2.23 3.76
O 1.59 -4.66 4.05
C 2.74 -4.92 4.85
C 2.39 -4.39 6.24
O 1.66 -3.19 6.00
H 3.58 -4.39 4.42
H 2.96 -6.00 4.87
H 3.28 -4.18 6.84
H 1.74 -5.08 6.78
O 7.59 5.92 3.06
S 6.39 5.13 2.90
O 5.72 4.48 4.00
O 6.67 4.02 1.73
C 5.72 4.19 0.68
C 5.34 5.67 0.70
O 5.29 6.02 2.08
H 4.85 3.56 0.90
H 6.15 3.89 -0.28
H 4.38 5.87 0.22
H 6.12 6.28 0.23
O -3.71 0.70 -6.49
S -4.10 1.69 -5.51
O -4.78 2.92 -5.86
O -2.79 2.06 -4.61
C -3.06 1.79 -3.24
C -4.09 0.66 -3.25
O -4.96 0.95 -4.34
H -3.48 2.70 -2.79
H -2.14 1.51 -2.72
H -4.65 0.61 -2.31
H -3.61 -0.31 -3.44
O -2.16 1.40 -7.29
S -1.81 0.58 -8.43
O -2.40 -0.71 -8.68
O -0.18 0.43 -8.46
C 0.31 0.94 -9.70
C -0.68 2.01 -10.14
O -1.96 1.49 -9.77
H 0.34 0.11 -10.42
H 1.32 1.34 -9.57
H -0.64 2.21 -11.21
H -0.53 2.94 -9.58
O 3.42 3.23 -5.51
S 2.73 2.74 -4.34
O 3.29 2.80 -3.01
O 2.26 1.20 -4.63
C 0.84 1.11 -4.50
C 0.30 2.49 -4.86
O 1.24 3.41 -4.30
H 0.61 0.86 -3.46
H 0.45 0.33 -5.16
H -0.70 2.67 -4.46
H 0.29 2.64 -5.95
O -5.12 4.12 5.16
S -5.76 4.51 6.40
O -5.48 3.88 7.66
O -7.37 4.52 6.16
C -7.89 5.82 6.43
C -6.74 6.78 6.12
O -5.57 6.12 6.58
H -8.17 5.87 7.49
H -8.77 6.02 5.81
H -6.86 7.75 6.62
H -6.64 6.94 5.04
O 4.58 4.81 -11.43
S 4.19 5.81 -10.46
O 3.52 7.03 -10.81
O 5.50 6.17 -9.56
C 5.23 5.90 -8.19
C 4.20 4.77 -8.19
O 3.34 5.06 -9.29
H 4.82 6.81 -7.73
H 6.15 5.62 -7.66
H 3.64 4.72 -7.26
H 4.68 3.81 -8.39
O 1.51 -1.05 -14.37
S 0.82 -1.54 -13.20
O 1.38 -1.47 -11.87
O 0.35 -3.07 -13.49
C -1.07 -3.16 -13.36
C -1.60 -1.78 -13.72
O -0.67 -0.86 -13.17
H -1.30 -3.42 -12.32
H -1.46 -3.94 -14.02
H -2.60 -1.60 -13.32
H -1.62 -1.63 -14.81
O 4.33 -7.52 7.31
S 3.38 -7.18 8.34
O 1.96 -7.02 8.08
O 3.91 -5.84 9.10
C 4.08 -6.11 10.49
C 4.39 -7.60 10.57
O 3.57 -8.21 9.58
H 3.14 -5.87 11.00
H 4.88 -5.50 10.91
H 4.17 -8.02 11.56
H 5.43 -7.81 10.31
O 3.88 -9.47 7.06
S 2.68 -10.26 6.89
O 2.01 -10.91 7.99
O 2.96 -11.37 5.73
C 2.01 -11.20 4.67
C 1.64 -9.72 4.70
O 1.59 -9.37 6.08
H 1.14 -11.83 4.89
H 2.45 -11.50 3.72
H 0.68 -9.52 4.22
H 2.41 -9.11 4.22
*
```

***

A molecular structure, CH5O2 in a non-equilibrium geometry, computed with the ωB97M-V functional and the def2-TZVPD basis.

Results
- Frontier orbital gap: 0.453 Eh
- HOMO energy: -18.00 eV

```
! wB97M-V def2-TZVPD RIJCOSX def2/J DEFGRID3
* xyz 1 1
O 0.90 -0.86 -1.08
H 1.33 -0.39 -1.81
H 0.14 -0.16 -0.33
H 1.36 -1.67 -0.85
O -0.79 0.49 -0.09
C -0.92 0.77 1.11
H -1.78 1.48 1.21
H -0.24 0.36 1.84
*
```

***

A molecular structure, C32H26NO2S8Sr in a non-equilibrium geometry, computed with the ωB97M-V functional and the def2-TZVPD basis.

Results
- Frontier orbital gap: 0.220 Eh
- HOMO energy: -4.07 eV

```
! wB97M-V def2-TZVPD RIJCOSX def2/J DEFGRID3
* xyz -1 1
Sr 1.94 0.69 -0.68
S 1.48 1.23 4.64
C -0.19 1.43 4.24
C -1.33 1.27 5.03
C -2.56 1.54 4.47
C -2.67 1.98 3.15
C -1.54 2.14 2.36
C -0.29 1.85 2.90
N 0.92 1.99 2.23
C 1.92 1.72 3.01
C 3.34 1.79 2.61
C 4.29 2.19 3.55
C 5.61 2.32 3.16
C 5.96 2.03 1.84
C 4.98 1.62 0.94
C 3.62 1.48 1.28
H -1.24 0.94 6.05
H -3.46 1.42 5.07
H -3.64 2.20 2.73
H -1.61 2.48 1.34
H 4.01 2.43 4.57
H 6.36 2.64 3.88
H 6.99 2.13 1.52
H 5.31 1.39 -0.07
O 0.52 -1.23 1.65
S -0.28 -2.42 2.06
C -0.11 -3.71 0.74
C 0.31 -3.18 -0.63
C -0.83 -2.88 -1.61
C -0.30 -2.27 -2.91
S 0.07 -0.49 -2.83
O 0.00 -0.14 -1.33
C -1.49 0.18 -3.42
C -2.19 1.07 -2.62
C -3.35 1.66 -3.12
C -3.79 1.37 -4.40
C -3.06 0.49 -5.20
C -1.90 -0.09 -4.72
C -2.01 -2.03 1.80
C -2.95 -2.83 2.41
C -4.30 -2.59 2.19
C -4.69 -1.55 1.36
C -3.73 -0.73 0.78
C -2.38 -0.96 1.00
H -1.08 -4.21 0.72
H 0.63 -4.40 1.14
H 1.00 -3.90 -1.08
H 0.89 -2.27 -0.49
H -1.55 -2.21 -1.15
H -1.37 -3.80 -1.85
H -0.98 -2.40 -3.75
H 0.66 -2.71 -3.17
H -1.82 1.29 -1.63
H -3.90 2.35 -2.50
H -4.69 1.83 -4.78
H -3.39 0.28 -6.21
H -1.32 -0.74 -5.35
H -2.64 -3.64 3.06
H -5.05 -3.22 2.66
H -5.74 -1.36 1.18
H -4.03 0.09 0.14
H -1.62 -0.34 0.55
S 7.12 2.00 -4.98
C 5.69 1.55 -4.26
S 4.33 2.57 -4.10
C 3.22 1.46 -3.31
C 3.73 0.22 -3.07
S 3.09 -1.25 -2.28
S 5.39 0.01 -3.59
S 1.66 2.25 -2.95
*
```

***

A molecular structure, C33H50Cl3GeNO3RbS3SeSi, computed with the ωB97M-V functional and the def2-TZVPD basis.

Results
- Frontier orbital gap (alpha / beta): 0.230 / 0.230 Eh
- HOMO energy (alpha / beta): -2.73 / -2.76 eV

```
! wB97M-V def2-TZVPD RIJCOSX def2/J DEFGRID3
* xyz -2 2
Rb 1.85 -0.87 1.21
C 6.70 1.00 0.93
C 6.56 0.22 -0.38
S 4.91 -0.50 -0.66
C 4.31 0.43 -2.09
C 3.93 1.89 -1.85
S 2.62 2.07 -0.60
C 3.33 3.17 0.64
C 4.40 2.60 1.57
S 6.10 2.71 0.89
H 7.76 1.08 1.18
H 6.21 0.47 1.75
H 7.26 -0.62 -0.36
H 6.81 0.84 -1.23
H 3.43 -0.11 -2.45
H 5.05 0.37 -2.89
H 3.53 2.28 -2.79
H 4.78 2.48 -1.54
H 2.47 3.43 1.25
H 3.68 4.09 0.16
H 4.20 1.56 1.82
H 4.40 3.17 2.50
O -0.54 -2.38 0.92
C -0.47 -3.80 0.72
C 1.04 -4.26 0.88
O 1.31 -5.33 0.32
O 1.74 -3.50 1.58
C -1.23 -4.53 1.80
C -1.50 -5.89 1.67
C -2.15 -6.58 2.69
C -2.51 -5.92 3.86
C -2.22 -4.57 4.00
C -1.57 -3.88 2.98
C -0.99 -4.02 -0.70
C -0.17 -3.68 -1.78
C -0.67 -3.65 -3.07
C -2.00 -3.98 -3.31
C -2.82 -4.32 -2.25
C -2.32 -4.34 -0.95
H -1.48 -2.14 0.85
H -1.18 -6.40 0.77
H -2.35 -7.64 2.58
H -3.01 -6.46 4.66
H -2.47 -4.06 4.92
H -1.30 -2.84 3.11
H 0.86 -3.44 -1.59
H -0.03 -3.36 -3.88
H -2.39 -3.95 -4.32
H -3.86 -4.57 -2.42
H -2.98 -4.58 -0.13
Cl 3.01 -0.78 6.73
Ge 2.60 -1.83 4.73
Cl 0.71 -0.49 4.19
Cl 4.13 -0.53 3.51
C -4.22 1.34 -0.96
C -2.78 1.01 -1.38
C -2.64 1.23 -2.89
C -2.52 -0.49 -1.14
Si -1.46 2.06 -0.41
C -1.79 2.12 1.50
C -2.88 3.13 1.88
C -2.22 0.75 2.05
C -0.48 2.47 2.24
C -1.23 3.84 -1.16
C -0.47 3.73 -2.50
C -0.36 4.74 -0.26
C -2.57 4.55 -1.40
H -4.91 0.73 -1.55
H -4.47 2.39 -1.13
H -4.40 1.11 0.09
H -3.33 0.55 -3.41
H -1.64 1.01 -3.25
H -2.91 2.24 -3.19
H -3.19 -1.08 -1.77
H -2.72 -0.77 -0.10
H -1.50 -0.77 -1.40
H -3.83 2.91 1.39
H -2.60 4.15 1.63
H -3.04 3.10 2.96
H -3.20 0.44 1.67
H -2.29 0.81 3.14
H -1.49 -0.03 1.83
H -0.03 3.40 1.89
H 0.24 1.66 2.13
H -0.68 2.56 3.31
H 0.52 3.30 -2.36
H -0.34 4.73 -2.93
H -0.98 3.12 -3.24
H 0.62 4.29 -0.09
H -0.82 4.96 0.70
H -0.20 5.69 -0.78
H -3.19 4.03 -2.13
H -2.37 5.56 -1.80
H -3.14 4.67 -0.48
Se 1.19 0.83 -4.14
C 1.37 0.15 -5.82
N 1.49 -0.28 -6.89
*
```

***

2 unconnected molecules or ions with the total composition C2F3O4P in a non-equilibrium geometry, computed with the ωB97M-V functional and the def2-TZVPD basis.

Results
- Frontier orbital gap: 0.273 Eh
- HOMO energy: -0.60 eV

```
! wB97M-V def2-TZVPD RIJCOSX def2/J DEFGRID3
* xyz -2 1
C -0.32 -0.64 -0.29
C 1.97 0.14 0.01
O -2.10 1.65 0.79
O -2.53 0.20 -1.16
O -0.15 -1.59 -0.92
O -2.41 -0.82 1.15
F 2.20 1.45 0.41
F 2.64 -0.67 0.96
F 2.81 0.01 -1.19
P -2.11 0.28 0.24
*
```

***

A molecular structure, C32H50N3OPSV in a non-equilibrium geometry, computed with the ωB97M-V functional and the def2-TZVPD basis.

Results
- Frontier orbital gap (alpha / beta): 0.252 / 0.258 Eh
- HOMO energy (alpha / beta): -11.94 / -11.95 eV

```
! wB97M-V def2-TZVPD RIJCOSX def2/J DEFGRID3
* xyz 2 4
C -2.31 -2.49 -0.51
N -2.47 -1.25 0.07
C -3.58 -1.02 0.80
C -4.54 -1.99 1.07
C -4.31 -3.28 0.62
C -3.21 -3.53 -0.17
V -1.09 0.36 0.01
C -3.72 0.36 1.36
N -2.37 0.96 1.59
C -1.94 0.63 2.97
C -1.43 -0.79 3.12
C -1.29 -2.73 -1.46
P 0.10 -1.77 -1.87
C 0.10 -1.70 -3.72
C 0.70 -2.97 -4.34
C 1.56 -2.58 -1.10
C 2.84 -1.83 -1.49
C 1.43 -2.58 0.43
C 1.69 -4.06 -1.51
C -1.34 -1.56 -4.24
C 0.92 -0.47 -4.14
C -2.44 2.44 1.44
C -2.50 2.73 -0.04
H -5.42 -1.69 1.65
H -5.01 -4.08 0.88
H -3.00 -4.52 -0.59
H -1.33 -3.72 -1.94
H 2.29 -3.12 0.84
H 1.46 -1.56 0.85
H 0.52 -3.08 0.77
H 2.55 -4.47 -0.96
H 0.80 -4.64 -1.22
H 1.88 -4.21 -2.57
H 3.68 -2.29 -0.95
H 3.07 -1.90 -2.56
H 2.81 -0.77 -1.19
H 0.57 -2.91 -5.43
H 1.77 -3.08 -4.15
H 0.16 -3.88 -4.01
H -1.97 -2.38 -3.89
H -1.79 -0.61 -3.94
H -1.32 -1.59 -5.34
H 1.96 -0.52 -3.77
H 0.97 -0.44 -5.23
H 0.45 0.44 -3.77
H -4.30 1.01 0.69
H -4.26 0.33 2.33
H -1.17 1.35 3.27
H -2.83 0.80 3.61
H -1.55 2.88 1.90
H -3.32 2.80 2.00
H -1.95 3.65 -0.27
H -2.06 1.93 -0.68
H -3.54 2.87 -0.36
H -0.91 -0.86 4.09
H -2.25 -1.51 3.13
H -0.71 -1.09 2.34
H 0.06 -0.37 -1.44
C -1.72 2.40 -3.24
H -2.62 2.83 -2.78
H -1.92 2.18 -4.30
H -0.90 3.13 -3.20
O -1.25 1.22 -2.57
H -1.96 0.53 -2.54
N 0.55 1.19 0.40
S 1.54 0.80 1.69
C 3.21 1.26 1.24
C 3.57 1.65 -0.06
C 4.89 2.07 -0.31
C 5.84 2.07 0.72
C 5.49 1.61 2.00
C 4.18 1.20 2.26
C 1.20 2.08 2.88
C 1.12 1.77 4.25
C 0.65 2.73 5.15
C 0.32 4.00 4.70
C 0.51 4.35 3.36
C 1.00 3.40 2.45
H 0.89 2.02 -0.09
H 2.84 1.65 -0.86
H 5.16 2.41 -1.31
H 6.86 2.40 0.52
H 6.23 1.58 2.80
H 3.89 0.85 3.25
H 1.39 0.76 4.58
H 0.55 2.46 6.21
H -0.10 4.73 5.40
H 0.27 5.35 3.01
H 1.23 3.68 1.42
*
```

***

2 unconnected molecules or ions with the total composition C2H5O3P in a non-equilibrium geometry, computed with the ωB97M-V functional and the def2-TZVPD basis.

Results
- Frontier orbital gap (alpha / beta): 0.221 / 0.288 Eh
- HOMO energy (alpha / beta): -7.84 / -9.18 eV

```
! wB97M-V def2-TZVPD RIJCOSX def2/J DEFGRID3
* xyz 0 1
C -0.18 -2.04 3.06
C 1.32 0.44 -0.45
O -1.02 -0.78 -1.72
O -0.69 -1.13 2.32
O 0.71 0.15 0.84
P -0.83 -0.24 1.05
H -0.33 -1.09 -2.29
H 0.57 -1.72 3.81
H 1.10 1.42 -0.45
H 0.81 -0.09 -1.26
H 2.41 0.22 -0.44
*
```

***

C3H6N2O in the gas phase, computed with the ωB97M-V functional and the def2-TZVPD basis.

Results
- Frontier orbital gap: 0.333 Eh
- SMILES: [H]/N=C/NC(=C)O
- HOMO energy: -8.34 eV

```
! wB97M-V def2-TZVPD RIJCOSX def2/J DEFGRID3
* xyz 0 1
H -2.38 -0.03 2.60
N -1.62 0.50 2.17
C -1.16 -0.12 1.16
N -0.14 0.44 0.43
C 0.56 -0.11 -0.63
C 1.48 0.52 -1.36
O 0.21 -1.41 -0.86
H -1.49 -1.09 0.78
H 0.22 1.31 0.80
H 1.64 1.59 -1.31
H 2.12 -0.07 -2.01
H 0.52 -1.61 -1.75
*
```